# 1
C19H42CeNO2P3S | ωB97M-V/def2-TZVPD

Output
Charge: +3
2S+1: 2
Maximum force in eV/Å: 6.81
HOMO level (spin up / spin down) in eV: -14.8037 / -14.8071

CARTESIAN COORDINATES (ANGSTROEM)
Ce1 0.50814 0.67584 -2.27243
S1 3.36779 -0.20761 -1.50346
P1 3.99235 -0.75892 2.10069
P2 -1.28257 -0.81235 0.48236
P3 -2.17728 -0.36753 -2.63072
O1 0.82769 1.98989 -0.20661
O2 -1.27990 2.37287 -0.80098
N1 -2.06357 3.80288 1.14378
C1 1.55801 1.07265 -4.31189
C2 -1.84466 -0.34553 -4.43370
C3 2.77131 -1.94546 1.53547
C4 2.15586 -2.64131 -1.97696
C5 -1.69100 -2.53888 0.93659
C6 -0.66465 3.28054 1.28313
C7 -0.33132 2.50124 0.02322
C8 4.54914 -2.61788 -1.48123
C9 4.51136 -3.98016 -1.22118
C10 -3.61163 0.76816 -2.68083
C11 3.14350 0.29870 3.28651
C12 2.15069 -4.01905 -1.75491
C13 3.30004 -4.69088 -1.30978
C14 3.34047 -1.90923 -1.72906
C15 -2.96159 -2.00408 -2.51963
C16 1.23912 -0.28790 -4.51740
C17 -2.95438 -0.07770 0.62306
C18 -0.63055 -0.28954 2.11406
C19 5.40897 -1.53377 2.90374
H1 -0.12687 0.67864 2.02365
H2 -2.30169 4.51146 1.85452
H3 -2.18485 -2.77071 -2.41021
H4 0.89330 1.88300 -4.68783
H5 3.09911 1.31852 2.88791
H6 -2.73899 3.03709 1.29986
H7 5.36492 -1.33272 3.99061
H8 3.26963 -5.76172 -1.07793
H9 2.10914 -0.03841 3.45017
H10 -0.56013 2.69019 2.19405
H11 -2.91359 0.96954 0.30957
H12 -3.49510 -2.16793 -3.46570
H13 0.08149 -1.03066 2.49552
H14 2.56486 1.39714 -3.98996
H15 3.71005 0.29242 4.23155
H16 4.36806 -0.04572 0.91428
H17 1.78900 -1.44699 1.50450
H18 -0.77583 -3.06262 1.22834
H19 -3.68126 -0.60576 -0.00143
H20 3.01936 -2.25757 0.51926
H21 5.46743 -2.04798 -1.36719
H22 -2.23255 4.20535 0.20416
H23 1.91704 -1.11139 -4.24266
H24 1.24051 -2.11310 -2.26130
H25 1.25433 -4.59159 -1.97589
H26 -4.18271 0.72246 -1.74673
H27 -3.29248 -0.13635 1.66259
H28 5.42555 -4.50297 -0.93244
H29 -3.23826 1.79266 -2.82572
H30 6.33493 -1.08818 2.50874
H31 -2.13420 -3.07963 0.09652
H32 -0.90112 -0.89490 -4.58701
H33 -3.64994 -2.06564 -1.66813
H34 -2.67479 -0.83957 -4.96119
H35 -0.00395 4.12875 1.42764
H36 -4.23369 0.46233 -3.53573
H37 -1.45987 -0.20276 2.83060
H38 2.78444 -2.81226 2.19688
H39 -1.72043 0.68719 -4.79972
H40 5.37679 -2.62823 2.74070
H41 0.73315 -0.51414 -5.46897
H42 -2.38933 -2.54898 1.78093

Atomic charges from the Löwdin analysis, expressed in e, are listed below: atom 1 (Ce): 1.05, atom 2 (S): 0.62, atom 3 (P): 0.92, atom 4 (P): 0.80, atom 5 (P): 0.70, atom 6 (O): -0.16, atom 7 (O): -0.08, atom 8 (N): 0.21, atom 9 (C): -0.19, atom 10 (C): -0.27, atom 11 (C): -0.20, atom 12 (C): -0.16, atom 13 (C): -0.25, atom 14 (C): -0.02, atom 15 (C): -0.63, atom 16 (C): -0.12, atom 17 (C): -0.06, atom 18 (C): -0.23, atom 19 (C): -0.19, atom 20 (C): -0.08, atom 21 (C): -0.06, atom 22 (C): -0.75, atom 23 (C): -0.23, atom 24 (C): -0.11, atom 25 (C): -0.28, atom 26 (C): -0.27, atom 27 (C): -0.18, atom 28 (H): 0.01, atom 29 (H): 0.19, atom 30 (H): 0.06, atom 31 (H): 0.12, atom 32 (H): 0.06, atom 33 (H): 0.17, atom 34 (H): 0.07, atom 35 (H): 0.12, atom 36 (H): 0.05, atom 37 (H): 0.14, atom 38 (H): 0.01, atom 39 (H): 0.07, atom 40 (H): 0.03, atom 41 (H): 0.11, atom 42 (H): 0.07, atom 43 (H): 0.01, atom 44 (H): 0.03, atom 45 (H): 0.05, atom 46 (H): 0.04, atom 47 (H): 0.01, atom 48 (H): 0.11, atom 49 (H): 0.19, atom 50 (H): 0.10, atom 51 (H): 0.05, atom 52 (H): 0.11, atom 53 (H): 0.04, atom 54 (H): 0.06, atom 55 (H): 0.12, atom 56 (H): 0.06, atom 57 (H): 0.07, atom 58 (H): 0.03, atom 59 (H): 0.01, atom 60 (H): 0.05, atom 61 (H): 0.08, atom 62 (H): 0.16, atom 63 (H): 0.08, atom 64 (H): 0.06, atom 65 (H): 0.08, atom 66 (H): 0.08, atom 67 (H): 0.08, atom 68 (H): 0.12, atom 69 (H): 0.07

# 2
C19H42CrNO3P3 | ωB97M-V/def2-TZVPD

Output
Charge: +3
2S+1: 4
Maximum force in eV/Å: 3.48
HOMO level (spin up / spin down) in eV: -16.6682 / -16.2723

CARTESIAN COORDINATES (ANGSTROEM)
Cr1 -0.20259 0.14040 -0.62746
P1 -1.10070 -0.69479 -2.48512
P2 1.15067 -1.56004 -0.09573
P3 0.33992 2.11590 -1.58365
O1 -1.84120 -2.66916 1.23961
O2 1.99024 1.67437 1.93754
O3 -4.00421 -2.62306 0.49049
N1 -4.47824 -4.97573 0.81511
C1 -2.17175 0.48829 -3.36187
C2 2.16636 3.90472 2.89679
C3 -2.17729 -2.13593 -2.37752
C4 1.39157 3.03033 -0.44916
C5 1.39527 -1.52539 1.69921
C6 2.67982 4.74399 3.90847
C7 0.74540 -3.31130 -0.41867
C8 1.28511 2.13301 -3.13480
C9 2.75329 -1.28378 -0.90795
C10 -1.04010 3.30252 -1.72844
C11 -2.32568 0.55190 0.11112
C12 3.47046 4.21791 4.93645
C13 2.50999 2.53877 2.90126
C14 -2.98397 -3.15060 1.04035
C15 -1.33470 0.64101 1.15918
C16 3.31337 2.01324 3.93430
C17 3.74637 2.84521 4.97281
C18 0.09708 -1.15154 -3.77228
C19 -3.19408 -4.60642 1.45570
H1 -2.79651 1.47361 -0.24406
H2 -4.83728 -4.05284 0.43623
H3 -2.79369 -2.16618 -3.28479
H4 2.09459 1.39289 -3.08631
H5 -5.08468 -5.41124 1.50475
H6 -4.32141 -5.66998 0.08468
H7 2.65355 -1.36381 -2.00002
H8 -2.70215 -0.09284 -4.12600
H9 1.58685 -3.95220 -0.11355
H10 0.51000 -3.49647 -1.47551
H11 -1.27498 -0.19270 1.86918
H12 3.85684 4.88277 5.71057
H13 1.53529 4.05886 -0.79480
H14 1.27868 -0.52090 2.14078
H15 -3.31733 -4.71037 2.53322
H16 2.35184 2.51496 -0.34927
H17 0.90100 3.03171 0.52726
H18 2.45983 5.82003 3.86880
H19 -2.83075 -2.08245 -1.50164
H20 -2.39768 -5.25824 1.09977
H21 4.31692 2.41216 5.79129
H22 2.40331 -1.91401 1.90251
H23 3.11573 -0.27265 -0.68396
H24 2.69035 1.03173 1.62470
H25 0.62697 -2.19427 2.12586
H26 -1.66275 3.26177 -0.82307
H27 0.82364 -0.35792 -3.95901
H28 0.64976 -2.05155 -3.48532
H29 -2.89348 0.92711 -2.66736
H30 -2.96176 -0.34578 0.09085
H31 -0.14715 -3.57285 0.17285
H32 -1.05011 1.61956 1.56146
H33 -1.60179 1.29616 -3.83035
H34 3.56526 0.95289 3.92467
H35 -1.66507 3.09662 -2.60408
H36 -0.47204 -1.34006 -4.68977
H37 -0.60345 4.30865 -1.80767
H38 1.73416 3.12769 -3.25356
H39 -1.58350 -3.04989 -2.28521
H40 3.48920 -2.02153 -0.56044
H41 1.52526 4.30782 2.10255
H42 0.64813 1.91993 -4.00197

Atomic charges from the Löwdin analysis, expressed in e, are listed below: atom 1 (Cr): 0.12, atom 2 (P): 0.71, atom 3 (P): 0.74, atom 4 (P): 0.75, atom 5 (O): -0.05, atom 6 (O): 0.02, atom 7 (O): -0.04, atom 8 (N): 0.17, atom 9 (C): -0.22, atom 10 (C): 0.07, atom 11 (C): -0.20, atom 12 (C): -0.25, atom 13 (C): -0.22, atom 14 (C): 0.04, atom 15 (C): -0.21, atom 16 (C): -0.21, atom 17 (C): -0.23, atom 18 (C): -0.20, atom 19 (C): -0.11, atom 20 (C): 0.06, atom 21 (C): -0.19, atom 22 (C): -0.63, atom 23 (C): -0.16, atom 24 (C): 0.06, atom 25 (C): 0.03, atom 26 (C): -0.22, atom 27 (C): -0.05, atom 28 (H): 0.07, atom 29 (H): 0.14, atom 30 (H): 0.08, atom 31 (H): 0.06, atom 32 (H): 0.17, atom 33 (H): 0.17, atom 34 (H): 0.05, atom 35 (H): 0.07, atom 36 (H): 0.08, atom 37 (H): 0.04, atom 38 (H): 0.07, atom 39 (H): 0.16, atom 40 (H): 0.08, atom 41 (H): 0.03, atom 42 (H): 0.14, atom 43 (H): 0.06, atom 44 (H): 0.02, atom 45 (H): 0.15, atom 46 (H): 0.03, atom 47 (H): 0.14, atom 48 (H): 0.14, atom 49 (H): 0.07, atom 50 (H): 0.04, atom 51 (H): 0.15, atom 52 (H): 0.07, atom 53 (H): 0.06, atom 54 (H): 0.03, atom 55 (H): 0.05, atom 56 (H): 0.06, atom 57 (H): 0.06, atom 58 (H): 0.03, atom 59 (H): 0.07, atom 60 (H): 0.04, atom 61 (H): 0.14, atom 62 (H): 0.05, atom 63 (H): 0.08, atom 64 (H): 0.07, atom 65 (H): 0.08, atom 66 (H): 0.05, atom 67 (H): 0.07, atom 68 (H): 0.13, atom 69 (H): 0.06

# 3
C19H42HgNO7S3 | ωB97M-V/def2-TZVPD

Output
Charge: +1
2S+1: 1
Maximum force in eV/Å: 3.90
HOMO level in eV: -10.3739

CARTESIAN COORDINATES (ANGSTROEM)
Hg1 24.06177 22.10022 12.53217
S1 22.00407 21.89635 21.34587
S2 21.60263 19.79888 13.81124
S3 23.33786 25.66976 12.00036
O1 22.51808 20.38635 12.84074
O2 23.64823 22.74465 14.66057
O3 20.80458 18.61641 13.55897
O4 22.06972 22.76718 22.48604
O5 21.97246 25.90401 11.56475
O6 23.97868 24.34887 11.94062
O7 22.61164 20.57416 21.36832
N1 24.40928 27.65658 18.33353
C1 25.49816 27.40416 17.41014
C2 21.30904 23.32125 19.19805
C3 23.87884 28.22604 12.03951
C4 20.23710 22.22242 19.35689
C5 24.28566 27.02126 11.18616
C6 20.27172 21.78416 20.82000
C7 23.93760 27.80058 13.49068
C8 23.31070 29.31712 19.82612
C9 23.99152 23.15870 15.95305
C10 22.60620 22.81672 19.88239
C11 23.20304 26.87808 18.19447
C12 20.55164 21.06848 16.00629
C13 20.49695 21.10228 14.48676
C14 26.91385 27.66618 17.92114
C15 24.19568 29.08676 18.61020
C16 23.55386 26.30226 13.67130
C17 21.36476 19.79496 16.43183
C18 22.28686 27.36662 17.05455
C19 22.46446 19.54947 15.36385
H1 27.58432 27.41479 17.09945
H2 23.33292 28.50971 14.05838
H3 23.43993 23.46556 20.13411
H4 21.07375 21.91038 16.46244
H5 25.55178 26.35164 17.10814
H6 23.06183 18.64302 15.31195
H7 25.37249 27.89720 16.43203
H8 21.88960 28.36675 17.23913
H9 20.67432 18.95655 16.31999
H10 19.74018 22.51814 21.42668
H11 22.24146 29.23126 19.62514
H12 23.55591 28.59316 20.60256
H13 19.50625 21.13368 14.03986
H14 24.01064 26.96828 10.13584
H15 21.00989 21.97997 14.08316
H16 20.92560 24.19741 19.72354
H17 23.47958 30.32261 20.21013
H18 19.86556 20.81533 21.10222
H19 24.45685 29.12331 11.81793
H20 25.07759 23.05305 16.07209
H21 19.26740 22.67783 19.16073
H22 22.99089 22.04604 19.20889
H23 22.67399 26.89404 19.14823
H24 21.67958 19.91339 17.46433
H25 22.97327 27.42004 16.20400
H26 26.99912 27.17544 18.88767
H27 19.53408 21.11020 16.38960
H28 27.10015 28.73804 18.02825
H29 23.56618 22.55817 16.76261
H30 22.67321 25.97250 14.22517
H31 20.43652 21.39546 18.67713
H32 23.13634 20.40599 15.48196
H33 25.16975 29.51371 18.86007
H34 23.93276 29.62186 17.68929
H35 22.87416 28.55369 11.76495
H36 25.35548 26.86374 11.33266
H37 24.89816 27.91444 13.99640
H38 21.45973 23.54980 18.14373
H39 23.50220 25.85203 17.96836
H40 24.30489 25.62246 14.07872
H41 23.79868 24.22341 16.11468
H42 21.40222 26.82421 16.71535

Atomic charges from the Löwdin analysis, expressed in e, are listed below: atom 1 (Hg): 1.32, atom 2 (S): 0.68, atom 3 (S): 0.73, atom 4 (S): 0.74, atom 5 (O): -0.45, atom 6 (O): -0.45, atom 7 (O): -0.27, atom 8 (O): -0.31, atom 9 (O): -0.29, atom 10 (O): -0.47, atom 11 (O): -0.33, atom 12 (N): -0.19, atom 13 (C): -0.28, atom 14 (C): -0.22, atom 15 (C): -0.22, atom 16 (C): -0.22, atom 17 (C): -0.18, atom 18 (C): -0.21, atom 19 (C): -0.20, atom 20 (C): -0.08, atom 21 (C): -0.24, atom 22 (C): -0.20, atom 23 (C): -0.25, atom 24 (C): -0.20, atom 25 (C): -0.19, atom 26 (C): -0.08, atom 27 (C): -0.24, atom 28 (C): -0.21, atom 29 (C): -0.17, atom 30 (C): -0.07, atom 31 (C): -0.20, atom 32 (H): 0.07, atom 33 (H): 0.12, atom 34 (H): 0.10, atom 35 (H): 0.09, atom 36 (H): 0.10, atom 37 (H): 0.12, atom 38 (H): 0.10, atom 39 (H): 0.07, atom 40 (H): 0.12, atom 41 (H): 0.11, atom 42 (H): 0.07, atom 43 (H): 0.08, atom 44 (H): 0.12, atom 45 (H): 0.11, atom 46 (H): 0.08, atom 47 (H): 0.12, atom 48 (H): 0.08, atom 49 (H): 0.11, atom 50 (H): 0.13, atom 51 (H): 0.09, atom 52 (H): 0.12, atom 53 (H): 0.08, atom 54 (H): 0.10, atom 55 (H): 0.11, atom 56 (H): 0.04, atom 57 (H): 0.08, atom 58 (H): 0.12, atom 59 (H): 0.06, atom 60 (H): 0.06, atom 61 (H): 0.10, atom 62 (H): 0.08, atom 63 (H): 0.08, atom 64 (H): 0.10, atom 65 (H): 0.11, atom 66 (H): 0.12, atom 67 (H): 0.11, atom 68 (H): 0.11, atom 69 (H): 0.09, atom 70 (H): 0.09, atom 71 (H): 0.09, atom 72 (H): 0.05, atom 73 (H): 0.07

ΔE to the lowest compared entry with this formula, charge and spin: 1.376, 0.998, 0.000 (eV)